Record 1
{
  "formula": "C32H32InN2PS4Te",
  "method": "ωB97M-V with the def2-TZVPD basis set",
  "species": ["C", "C", "H", "C", "H", "H", "C", "H", "C", "H", "H", "Te", "S", "N", "C", "H", "H", "H", "H", "H", "H", "S", "H", "C", "C", "C", "C", "C", "C", "C", "H", "C", "C", "H", "H", "C", "H", "H", "C", "H", "H", "C", "In", "C", "C", "S", "N", "C", "C", "H", "H", "C", "C", "C", "C", "C", "H", "C", "S", "H", "P", "H", "C", "C", "C", "H", "H", "H", "H", "C", "H", "H", "H"],
  "xyz": [[1.213, 7.174, 2.953], [1.943, -2.850, -1.877], [-2.622, -2.179, -5.361], [3.696, -0.831, -2.656], [4.268, 0.157, 0.115], [1.203, -2.748, -3.886], [2.882, -2.341, -0.986], [-1.065, 0.866, 3.162], [1.521, 7.092, 1.602], [-4.520, -0.522, 1.034], [-5.961, 0.264, 2.866], [0.797, 2.916, 0.607], [-1.446, 4.072, -1.957], [-1.782, -0.959, -2.337], [1.750, -1.845, 2.601], [-3.916, -3.397, -1.450], [2.920, -2.736, 0.023], [1.964, -3.573, 3.852], [0.305, 3.959, 3.504], [2.776, -1.524, 2.730], [5.638, -0.420, -0.824], [-1.471, 3.217, -0.081], [3.744, -0.618, -5.375], [0.652, 4.835, 2.971], [0.961, 4.751, 1.615], [-0.029, -3.392, 3.067], [0.966, -3.905, -1.429], [4.704, -0.729, -0.352], [-3.330, -2.767, -2.106], [-3.366, -2.932, -3.469], [1.311, 8.118, 3.473], [0.889, -1.104, 1.794], [-2.956, 1.186, 4.116], [-1.924, -2.944, 2.203], [1.634, 5.820, -0.124], [3.750, -1.321, -1.354], [-2.516, 1.681, 4.972], [0.535, 6.113, 4.690], [0.778, 6.048, 3.637], [0.328, -3.518, -0.629], [2.236, -1.493, -5.659], [1.916, -2.345, -3.173], [0.553, 0.319, -1.838], [2.741, -0.799, -4.988], [-4.889, 0.390, 2.937], [-1.675, 2.544, -3.294], [-2.512, -1.566, -0.194], [-1.847, -1.128, -3.669], [-2.612, -2.091, -4.285], [-4.969, 1.369, 4.843], [1.858, 7.971, 1.067], [-0.435, -1.491, 1.630], [2.794, -1.341, -3.582], [-0.886, -2.639, 2.286], [-4.070, -0.066, 1.908], [-2.140, 0.728, 3.096], [4.378, -0.042, -2.957], [1.399, 5.882, 0.931], [0.217, 1.941, -3.877], [-0.393, -4.282, 3.566], [-1.553, -0.414, 0.643], [1.253, -0.215, 1.290], [-4.334, 1.013, 4.043], [-2.523, -1.753, -1.568], [-2.689, 0.084, 1.984], [0.324, -4.230, -2.247], [1.483, -4.781, -1.033], [2.197, 0.149, -5.033], [4.941, -1.439, 0.441], [1.296, -2.992, 3.230], [-3.056, -2.243, 0.322], [-1.243, -0.440, -4.252], [-3.984, -3.710, -3.900]],
  "multiplicity": 1,
  "homo_energy_ev": -6.6828,
  "charge": 0,
  "relative_energy_kj_mol": 34.5
}


Record 2
{
  "formula": "C4H8O2",
  "method": "ωB97M-V with the def2-TZVPD basis set",
  "species": ["O", "H", "H", "C", "H", "H", "H", "C", "H", "C", "O", "H", "H", "C"],
  "xyz": [[-2.840, 1.045, 0.632], [0.693, -1.587, 0.795], [1.845, 1.425, 0.483], [0.206, -0.612, 0.623], [-1.478, -1.545, -0.345], [-1.586, 0.917, -0.948], [2.736, -0.049, 0.011], [-1.964, 0.496, 0.005], [-1.766, -1.138, 1.364], [1.950, 0.656, -0.298], [0.724, 0.008, -0.533], [0.398, 0.019, 1.505], [2.248, 1.139, -1.232], [-1.300, -0.794, 0.436]],
  "multiplicity": 1,
  "smiles": "COCCC=O",
  "homo_energy_ev": -9.6132,
  "charge": 0,
  "relative_energy_kj_mol": 157.8
}


Record 3
{
  "formula": "C4H14O3",
  "method": "ωB97M-V with the def2-TZVPD basis set",
  "species": ["C", "H", "H", "H", "H", "O", "H", "C", "O", "H", "H", "H", "O", "H", "H", "C", "H", "H", "C", "H", "H"],
  "xyz": [[0.430, 0.135, 1.085], [2.459, 0.209, 1.704], [2.067, 1.271, 0.361], [-0.542, -1.881, -0.423], [-1.289, -3.142, 0.145], [-1.185, -2.192, 0.257], [-2.219, -0.198, 1.061], [-1.993, 0.872, 1.125], [0.294, -1.297, -1.598], [-0.462, -0.964, -2.129], [2.202, -0.482, 0.095], [-2.244, 1.234, 2.113], [1.592, 0.923, -2.056], [1.913, 0.871, -2.963], [-2.612, 1.409, 0.401], [1.872, 0.294, 0.783], [0.126, -0.821, 1.490], [-0.200, 2.105, 0.575], [-0.536, 1.101, 0.835], [-0.735, 0.445, -0.977], [1.060, 0.108, -1.885]],
  "multiplicity": 2,
  "s_squared": 0.980,
  "homo_energy_ev": [-14.9882, -15.0150],
  "charge": 1,
  "relative_energy_kj_mol": 482.5
}


Record 4
{
  "formula": "C5H9NO4",
  "method": "ωB97M-V with the def2-TZVPD basis set",
  "species": ["H", "H", "H", "H", "O", "C", "C", "O", "H", "O", "C", "N", "O", "C", "H", "H", "C", "H", "H"],
  "xyz": [[2.284, 2.209, 0.095], [-2.074, -1.958, 0.758], [0.170, -2.492, -0.351], [-0.527, 1.573, -0.900], [-2.631, 0.302, -0.492], [-1.581, 0.161, 0.440], [0.444, -0.487, -0.783], [0.716, 1.035, 0.726], [-0.656, -1.365, 1.657], [3.191, 1.859, -0.332], [1.538, -0.090, 0.223], [-0.365, -1.638, -0.460], [2.419, -0.640, 0.816], [-0.334, 0.730, -0.230], [3.053, 1.941, -1.281], [0.783, -0.453, -1.824], [-1.195, -1.302, 0.693], [-1.801, 0.696, 1.376], [-3.434, -0.081, -0.128]],
  "multiplicity": 1,
  "smiles": "O=C1O[C@H]2[C@@H]1NC[C@@H]2O.O",
  "homo_energy_ev": -9.4467,
  "charge": 0,
  "relative_energy_kj_mol": 243.4
}


Record 5
{
  "formula": "C5H13KN3S3Sb",
  "method": "ωB97M-V with the def2-TZVPD basis set",
  "species": ["H", "H", "N", "C", "H", "C", "S", "H", "H", "N", "H", "C", "H", "C", "H", "H", "H", "N", "Sb", "H", "S", "H", "S", "C", "H", "K"],
  "xyz": [[3.915, 0.621, -0.584], [0.650, -2.915, 0.760], [-0.383, 1.048, -0.104], [2.179, 2.151, -0.013], [-0.938, -2.664, -0.668], [-0.940, -1.610, -0.256], [-5.950, 1.993, 0.871], [1.466, 2.832, -0.828], [3.136, -1.104, -0.575], [0.427, -1.115, -0.189], [-0.126, 2.013, -0.196], [3.170, -0.043, -0.177], [-1.373, -1.619, 0.759], [1.347, -2.065, 0.431], [2.251, -2.445, -0.234], [1.870, -1.640, 1.242], [1.906, 2.192, 1.095], [1.951, 0.741, -0.435], [-6.717, 0.120, -0.734], [3.430, -0.237, 1.011], [-5.269, 2.239, -1.105], [3.373, 2.172, -0.397], [-5.518, -1.708, -0.350], [0.634, 0.262, -0.205], [-1.534, -0.932, -0.934], [-2.955, 1.712, 1.813]],
  "multiplicity": 2,
  "s_squared": 0.750,
  "homo_energy_ev": [-0.2004, -4.4709],
  "charge": -1
}


Record 6
{
  "formula": "C3H8S3",
  "method": "ωB97M-V with the def2-TZVPD basis set",
  "species": ["S", "C", "H", "H", "H", "C", "H", "H", "S", "S", "H", "H", "C", "H"],
  "xyz": [[0.956, -1.118, -1.960], [-0.044, 0.331, 0.809], [-0.361, -1.079, -2.482], [-0.887, -1.472, 1.643], [-0.232, 2.500, -0.986], [0.117, -1.077, 1.365], [0.587, -1.601, 0.540], [-2.214, -0.325, 1.023], [-1.646, 0.946, 0.809], [-0.272, 1.650, -2.025], [0.721, -1.246, 2.246], [0.642, 1.118, 1.210], [0.804, 0.551, -1.214], [1.827, 0.821, -0.980]],
  "multiplicity": 1,
  "homo_energy_ev": -7.7422,
  "charge": 0,
  "relative_energy_kj_mol": 230.1
}


Record 7
{
  "formula": "C18H29NO",
  "method": "ωB97M-V with the def2-TZVPD basis set",
  "species": ["C", "C", "H", "C", "H", "C", "C", "H", "H", "H", "C", "H", "N", "C", "H", "C", "H", "H", "H", "H", "H", "C", "C", "H", "H", "H", "H", "H", "C", "C", "H", "O", "C", "H", "H", "H", "H", "C", "C", "H", "H", "H", "H", "C", "H", "C", "H", "C", "H"],
  "xyz": [[-3.552, -2.312, -1.150], [4.715, -0.221, 1.530], [1.243, 0.115, -0.304], [1.601, 2.568, 0.677], [3.740, -1.561, 2.988], [-1.162, -0.951, -2.982], [0.843, 2.305, -0.234], [1.615, 0.297, 2.515], [4.834, 1.682, 0.495], [-1.983, -3.170, 0.612], [-2.360, -1.445, -0.652], [-3.671, 1.652, -0.141], [3.293, 1.497, 1.954], [-0.155, 1.809, -1.203], [-3.253, -0.701, 1.219], [-1.430, -2.510, -0.008], [2.841, 0.520, 3.773], [2.914, -1.382, 1.474], [-0.821, -0.124, 1.337], [-1.012, 2.513, -1.199], [-3.982, -2.884, -0.319], [-3.601, 0.605, -0.548], [-2.879, 0.564, -1.893], [2.122, 3.138, 2.662], [5.188, -0.922, 0.835], [-1.968, -1.268, -3.620], [3.313, 3.537, 1.454], [-2.577, 1.567, -2.268], [4.083, 0.950, 0.864], [-1.406, 0.361, 0.550], [0.300, 1.794, -2.199], [0.559, -0.435, -0.735], [3.481, -0.830, 2.197], [-4.600, 0.200, -0.646], [5.454, 0.095, 2.305], [-0.642, -2.123, 0.660], [3.457, 0.662, 0.001], [-1.691, -0.403, -1.625], [2.677, 0.369, 2.712], [-0.502, -1.824, -2.775], [-3.210, -3.021, -1.894], [-0.925, -3.081, -0.773], [-0.572, -0.178, -3.492], [-0.637, 0.355, -0.805], [-1.596, 1.413, 0.880], [-2.779, -0.339, 0.315], [-4.373, -1.766, -1.596], [2.594, 2.757, 1.730], [-3.529, 0.128, -2.680]],
  "multiplicity": 1,
  "smiles": "CC1(C)[C@@H]2CC[C@@]1(C)[C@@](O)(CC#CCN1CCCC1)C2",
  "homo_energy_ev": -8.3075,
  "charge": 0,
  "relative_energy_kj_mol": 225.6
}


Record 8
{
  "formula": "C3H3P",
  "method": "ωB97M-V with the def2-TZVPD basis set",
  "species": ["H", "C", "C", "P", "H", "C", "H"],
  "xyz": [[-1.359, -1.877, -0.396], [2.042, 0.482, 0.372], [-1.488, -0.822, -0.284], [-2.321, 0.462, 0.156], [3.031, 0.729, 0.675], [1.318, -0.192, -0.298], [-1.223, 1.219, -0.225]],
  "multiplicity": 1,
  "homo_energy_ev": [-10.2115, -8.9399],
  "charge": 0,
  "relative_energy_kj_mol": 540.1
}